# 1
# C34H57BeN3O2SeSi

A molecular structure, C34H57BeN3O2SeSi at a distorted geometry (ωB97M-V with the def2-TZVPD basis set, the OMol25 dataset).

Values from the calculation:
**HOMO-LUMO gap**: 8.117 eV
**Energy**: -118375.96920 eV
**Total charge**: 0
**Strongest force on any atom**: 2.55 eV/Å
**Relative energy (zero: lowest compared OMol25 entry of this formula, charge and spin)**: 29.4 kcal/mol

Each line ends with the Löwdin charge.
Positions of all 99 atoms, in Å:
1 O 1.087 -2.335 -0.162  -0.220
2 O -1.694 -2.178 -4.532  -0.179
3 C 2.176 -2.363 -1.147  -0.249
4 C 3.151 -3.326 -0.578  -0.063
5 H 2.615 -1.354 -1.222  0.087
6 H 1.790 -2.593 -2.169  0.120
7 H 3.457 -3.003 0.416  0.073
8 H 3.997 -3.403 -1.247  0.080
9 H 2.659 -4.285 -0.500  0.075
10 C -0.067 -3.145 -0.411  -0.274
11 C -0.070 -3.987 -1.662  -0.067
12 H -0.980 -2.522 -0.321  0.113
13 H -0.080 -3.705 0.526  0.070
14 H -0.299 -3.347 -2.522  0.070
15 H -0.862 -4.723 -1.533  0.086
16 H 0.887 -4.468 -1.755  0.061
17 C -2.891 -1.738 -3.897  -0.285
18 C -1.126 -1.272 -5.482  -0.278
19 C -3.674 -2.951 -3.409  -0.067
20 H -3.522 -1.123 -4.565  0.122
21 H -2.585 -1.117 -3.035  0.099
22 H -3.902 -3.624 -4.246  0.081
23 H -4.609 -2.617 -2.965  0.072
24 H -3.092 -3.510 -2.659  0.070
25 C -0.978 -1.876 -6.879  -0.076
26 H -0.118 -1.051 -5.089  0.105
27 H -1.693 -0.328 -5.550  0.115
28 H -0.488 -2.858 -6.826  0.080
29 H -0.390 -1.208 -7.504  0.070
30 H -1.967 -2.009 -7.340  0.077
31 H 0.248 -0.365 -0.213  0.007
32 N 1.535 1.109 1.926  0.066
33 C 1.545 2.406 2.225  -0.308
34 C 0.397 3.202 2.079  -0.041
35 C -0.908 2.752 1.832  -0.319
36 C 2.779 3.041 2.784  0.005
37 H 3.633 2.927 2.107  0.087
38 H 3.042 2.611 3.762  0.100
39 H 2.582 4.106 2.919  0.083
40 C -2.024 3.744 1.851  -0.001
41 H -2.498 3.767 2.844  0.094
42 H -2.787 3.515 1.093  0.089
43 H -1.602 4.729 1.653  0.082
44 N -1.196 1.462 1.698  0.054
45 C 2.669 0.282 2.214  -0.166
46 C 3.721 0.191 1.269  -0.208
47 C 3.783 1.083 0.056  -0.047
48 C 4.744 -0.728 1.476  -0.071
49 H 5.525 -0.812 0.704  0.123
50 C 4.779 -1.513 2.619  -0.077
51 H 5.579 -2.228 2.767  0.101
52 C 3.801 -1.342 3.611  -0.026
53 H 3.828 -1.914 4.524  0.109
54 C 2.773 -0.417 3.428  -0.203
55 C 1.786 -0.203 4.530  -0.038
56 C -2.439 0.925 2.136  -0.185
57 C -3.400 0.538 1.185  -0.209
58 C -3.171 0.760 -0.274  -0.040
59 C -4.618 0.011 1.616  -0.045
60 H -5.349 -0.289 0.862  0.110
61 C -4.886 -0.116 2.980  -0.081
62 H -5.850 -0.548 3.305  0.110
63 C -3.959 0.318 3.903  -0.055
64 H -4.164 0.236 4.985  0.119
65 C -2.734 0.851 3.519  -0.205
66 C -1.779 1.348 4.552  -0.022
67 Be 0.103 0.396 1.382  0.078
68 H 3.805 0.486 -0.878  0.071
69 H 4.726 1.667 0.067  0.097
70 H 2.952 1.803 0.008  0.047
71 H 1.461 0.840 4.614  0.071
72 H 2.238 -0.473 5.491  0.087
73 H 0.898 -0.832 4.412  0.054
74 H -3.723 0.014 -0.865  0.083
75 H -2.108 0.681 -0.519  0.035
76 H -3.519 1.759 -0.584  0.085
77 H -0.769 0.967 4.399  0.059
78 H -2.111 0.997 5.535  0.084
79 H -1.727 2.441 4.605  0.082
80 H 0.511 4.255 2.242  0.098
81 C 0.373 0.490 -0.803  -0.140
82 Si 0.359 2.041 -1.855  0.441
83 H 1.437 0.381 -1.121  0.020
84 H -0.403 0.058 -1.523  0.078
85 C 1.549 1.593 -3.262  -0.152
86 C 0.956 3.630 -1.128  -0.165
87 C -1.334 2.317 -2.592  -0.170
88 H -1.814 1.390 -2.927  0.025
89 H -1.227 2.965 -3.470  0.042
90 H -2.006 2.837 -1.901  0.026
91 H 2.491 1.159 -2.898  0.027
92 H 1.799 2.508 -3.811  0.037
93 H 1.088 0.889 -3.969  0.025
94 H 1.845 3.542 -0.492  0.026
95 H 0.172 4.138 -0.556  0.030
96 H 1.226 4.309 -1.950  0.043
97 Se -0.694 -3.576 3.437  0.585
98 C -0.444 -2.057 2.603  -0.875
99 N -0.227 -1.034 2.048  0.109


# 2
# C34H57Br10NO15

11 unconnected molecules or ions with the total composition C34H57Br10NO15 at a distorted geometry (ωB97M-V with the def2-TZVPD basis set, the OMol25 dataset).

Values from the calculation:
**HOMO-LUMO gap**: 10.159 eV
**Energy**: -768811.62205 eV
**Total charge**: 0
**SMILES**: C[C@H]1COC(=O)O1.C[C@H]1COC(=O)O1.C[C@H]1COC(=O)O1.C[C@H]1COC(=O)O1.C[C@H]1COC(=O)O1.BrCCBr.BrCCBr.BrCCBr.BrCCBr.BrCCBr.CCCC#N
**Strongest force on any atom**: 4.11 eV/Å

Each line ends with the Löwdin charge.
Positions of all 117 atoms, in Å:
1 Br 0.505 0.442 4.497  0.692
2 C 2.271 0.506 5.413  -0.621
3 C 2.127 0.885 6.852  -0.701
4 Br 1.520 2.709 7.123  0.611
5 H 2.717 1.298 4.777  0.048
6 H 2.713 -0.432 5.127  0.051
7 H 3.073 0.736 7.412  0.076
8 H 1.332 0.312 7.319  0.041
9 Br 0.829 3.622 1.762  0.748
10 C -0.448 4.120 3.178  -0.594
11 C -1.622 3.179 3.403  -0.609
12 Br -2.928 3.325 1.912  0.634
13 H -0.829 5.033 2.661  0.005
14 H 0.259 4.224 3.981  0.036
15 H -2.243 3.500 4.275  0.077
16 H -1.245 2.149 3.404  -0.031
17 Br 3.586 6.330 1.200  0.633
18 C 4.627 5.004 0.293  -0.710
19 C 3.757 3.728 0.017  -0.781
20 Br 4.735 2.468 -1.021  0.728
21 H 5.516 4.872 0.931  0.051
22 H 4.996 5.503 -0.672  0.080
23 H 2.881 4.075 -0.576  -0.045
24 H 3.439 3.236 0.934  -0.003
25 Br -1.910 6.966 0.610  0.615
26 C -0.474 6.425 -0.646  -0.649
27 C -0.788 5.028 -1.076  -0.728
28 Br 0.734 4.324 -2.014  0.786
29 H 0.459 6.308 -0.135  0.005
30 H -0.475 7.143 -1.508  0.086
31 H -1.636 4.961 -1.731  0.056
32 H -0.997 4.303 -0.308  -0.028
33 Br 6.326 -0.961 -1.934  0.620
34 C 5.775 -0.488 -3.739  -0.663
35 C 6.436 0.861 -4.030  -0.713
36 Br 5.821 1.556 -5.750  0.599
37 H 4.712 -0.485 -3.698  0.018
38 H 6.126 -1.252 -4.411  0.055
39 H 7.537 0.854 -4.085  0.063
40 H 6.113 1.618 -3.316  -0.029
41 C -0.295 -1.085 -4.793  -0.078
42 C -0.257 0.261 -5.577  -0.240
43 C -0.080 1.433 -4.662  -0.178
44 C -1.340 1.834 -3.907  -0.191
45 N -2.196 2.060 -3.200  0.164
46 H -0.679 -1.924 -5.429  0.090
47 H -0.972 -1.003 -3.970  0.050
48 H 0.683 -1.364 -4.433  0.054
49 H -1.108 0.321 -6.275  0.119
50 H 0.640 0.227 -6.173  0.098
51 H 0.290 2.283 -5.197  0.102
52 H 0.626 1.338 -3.827  0.098
53 C -0.802 -2.999 -0.613  0.000
54 C -0.903 -4.270 0.211  -0.272
55 C -0.738 -3.915 1.649  -0.088
56 O -2.106 -3.636 2.063  0.032
57 C -2.943 -4.140 1.100  -0.611
58 O -4.128 -3.961 1.190  0.134
59 O -2.291 -4.787 0.189  0.125
60 H -1.006 -3.254 -1.656  0.092
61 H 0.260 -2.666 -0.565  0.089
62 H -1.600 -2.239 -0.273  0.111
63 H -0.283 -5.045 -0.210  0.143
64 H -0.152 -3.003 1.740  0.125
65 H -0.389 -4.728 2.339  0.151
66 C -5.947 -1.685 3.474  -0.003
67 C -4.742 -0.787 3.717  -0.291
68 C -3.671 -1.361 4.616  -0.092
69 O -2.509 -0.829 4.008  0.015
70 C -2.702 -0.562 2.710  -0.596
71 O -1.845 -0.274 1.892  0.089
72 O -3.985 -0.544 2.521  0.082
73 H -6.518 -1.259 2.657  0.076
74 H -6.637 -1.747 4.279  0.073
75 H -5.660 -2.731 3.245  0.097
76 H -5.018 0.222 4.132  0.170
77 H -3.695 -2.472 4.534  0.147
78 H -3.805 -1.046 5.667  0.148
79 C 3.910 -4.949 -2.470  -0.009
80 C 4.105 -4.855 -0.975  -0.336
81 C 3.501 -3.680 -0.239  -0.059
82 O 2.387 -4.277 0.493  0.051
83 C 2.533 -5.609 0.518  -0.571
84 O 1.814 -6.379 1.060  0.161
85 O 3.568 -5.985 -0.289  0.078
86 H 4.419 -5.859 -2.792  0.089
87 H 4.466 -4.095 -2.913  0.096
88 H 2.871 -4.982 -2.711  0.085
89 H 5.211 -4.897 -0.779  0.163
90 H 3.173 -2.920 -0.952  0.102
91 H 4.104 -3.211 0.540  0.138
92 C -0.596 1.174 -0.383  -0.027
93 C 0.985 1.156 -0.517  -0.335
94 C 1.678 0.278 0.435  -0.135
95 O 2.374 -0.682 -0.311  0.047
96 C 2.129 -0.488 -1.604  -0.598
97 O 2.647 -1.105 -2.483  0.119
98 O 1.221 0.478 -1.758  0.057
99 H -1.040 1.696 -1.250  0.043
100 H -0.968 1.598 0.529  0.003
101 H -0.936 0.161 -0.438  0.058
102 H 1.430 2.164 -0.635  0.038
103 H 0.999 -0.361 1.087  0.146
104 H 2.411 0.793 1.106  0.131
105 C -6.430 -0.155 -0.466  -0.013
106 C -5.370 0.152 -1.501  -0.319
107 C -3.991 0.263 -0.895  -0.076
108 O -3.307 -0.919 -1.421  0.030
109 C -4.078 -1.485 -2.377  -0.575
110 O -3.704 -2.432 -2.996  0.148
111 O -5.255 -0.868 -2.476  0.098
112 H -6.410 0.664 0.215  0.079
113 H -6.171 -1.025 0.073  0.070
114 H -7.442 -0.308 -0.881  0.099
115 H -5.611 1.087 -2.118  0.176
116 H -3.977 0.044 0.171  0.109
117 H -3.475 1.165 -1.202  0.093


# 3
# C34H57BrCl2IO23PSb

A molecular structure, C34H57BrCl2IO23PSb at a distorted geometry (ωB97M-V with the def2-TZVPD basis set, the OMol25 dataset).

Values from the calculation:
**HOMO-LUMO gap**: 5.537 eV
**Energy**: -202291.59132 eV
**Total charge**: -1
**Strongest force on any atom**: 2.18 eV/Å

Each line ends with the Löwdin charge.
Positions of all 120 atoms, in Å:
1 C -9.989 0.446 -2.102  -0.176
2 C -9.007 0.073 -3.228  -0.825
3 Cl -9.901 -0.441 -4.759  0.480
4 C -8.028 -1.123 -2.853  -0.810
5 Cl -6.995 -1.307 -4.376  0.458
6 Sb -6.797 -0.496 -1.095  0.963
7 O -5.740 0.264 0.520  -0.570
8 C -6.371 -2.545 -0.429  -0.407
9 C -5.850 -3.575 -1.476  -0.353
10 C -6.910 -4.312 -2.348  -0.597
11 Br -8.639 -4.662 -1.478  0.593
12 P -4.699 -0.363 -2.532  0.216
13 O -4.938 1.109 -3.393  -0.512
14 I -2.719 -0.010 -1.104  0.291
15 H -9.492 0.754 -1.170  0.018
16 H -10.681 -0.393 -1.917  0.077
17 H -10.558 1.334 -2.459  0.073
18 H -8.335 0.898 -3.530  0.069
19 H -8.676 -2.003 -2.684  0.015
20 H -7.159 1.159 -1.522  -0.030
21 H -8.232 -0.515 -0.054  -0.041
22 H -5.983 -0.240 1.296  -0.058
23 H -5.553 -2.461 0.329  0.034
24 H -7.240 -2.897 0.169  0.014
25 H -5.363 -4.388 -0.880  0.085
26 H -5.012 -3.165 -2.078  0.075
27 H -6.485 -5.311 -2.576  0.050
28 H -7.076 -3.853 -3.340  0.020
29 H -4.169 1.677 -3.279  -0.018
30 C 2.363 2.768 -1.949  -0.019
31 C 0.991 2.294 -2.368  -0.334
32 C 0.795 2.181 -3.854  -0.095
33 O -0.621 2.341 -3.977  0.061
34 C -1.023 3.099 -2.927  -0.573
35 O -2.109 3.572 -2.815  0.115
36 O -0.023 3.248 -2.024  0.082
37 H 2.377 3.007 -0.885  0.084
38 H 3.114 2.003 -2.145  0.088
39 H 2.644 3.680 -2.483  0.086
40 H 0.749 1.355 -1.860  0.151
41 H 1.114 1.218 -4.252  0.143
42 H 1.283 2.983 -4.416  0.138
43 C -0.196 1.052 3.480  -0.011
44 C 0.487 0.511 2.248  -0.318
45 C 1.029 -0.878 2.392  -0.096
46 O 2.087 -0.883 1.422  0.036
47 C 2.518 0.394 1.309  -0.577
48 O 3.507 0.720 0.721  0.120
49 O 1.683 1.251 1.942  0.089
50 H -0.398 2.119 3.367  0.087
51 H -1.137 0.533 3.658  0.087
52 H 0.438 0.941 4.363  0.089
53 H -0.184 0.580 1.391  0.139
54 H 0.290 -1.639 2.169  0.112
55 H 1.465 -1.077 3.373  0.127
56 C 4.032 -2.943 -0.206  -0.004
57 C 5.074 -3.055 -1.293  -0.323
58 C 6.034 -1.900 -1.348  -0.092
59 O 6.447 -1.923 -2.720  0.063
60 C 5.423 -2.465 -3.430  -0.564
61 O 5.358 -2.468 -4.616  0.155
62 O 4.487 -2.994 -2.602  0.090
63 H 3.258 -3.703 -0.337  0.096
64 H 4.489 -3.065 0.782  0.070
65 H 3.534 -1.978 -0.241  0.074
66 H 5.603 -4.012 -1.213  0.159
67 H 6.889 -2.026 -0.683  0.122
68 H 5.557 -0.936 -1.146  0.141
69 C 8.254 -2.080 4.661  -0.012
70 C 6.925 -2.558 4.126  -0.329
71 C 6.837 -2.598 2.628  -0.087
72 O 5.428 -2.458 2.403  0.026
73 C 4.935 -1.753 3.466  -0.512
74 O 3.846 -1.288 3.540  0.188
75 O 5.872 -1.641 4.443  0.096
76 H 8.188 -1.895 5.734  0.087
77 H 9.034 -2.821 4.480  0.093
78 H 8.551 -1.139 4.194  0.079
79 H 6.669 -3.527 4.568  0.160
80 H 7.206 -3.533 2.209  0.149
81 H 7.343 -1.764 2.141  0.112
82 C 8.912 2.770 -0.794  -0.017
83 C 8.508 1.642 0.126  -0.328
84 C 9.221 1.630 1.450  -0.091
85 O 9.151 0.245 1.808  0.049
86 C 9.091 -0.458 0.646  -0.569
87 O 9.198 -1.640 0.571  0.150
88 O 8.888 0.365 -0.409  0.093
89 H 8.505 2.611 -1.793  0.091
90 H 8.551 3.727 -0.415  0.093
91 H 9.998 2.823 -0.899  0.089
92 H 7.421 1.637 0.257  0.165
93 H 8.734 2.251 2.200  0.144
94 H 10.274 1.914 1.376  0.140
95 C -2.737 6.106 -2.042  -0.025
96 C -2.975 7.143 -0.968  -0.324
97 C -3.719 8.364 -1.431  -0.103
98 O -3.273 9.356 -0.499  0.055
99 C -2.031 8.982 -0.093  -0.566
100 O -1.297 9.670 0.540  0.153
101 O -1.743 7.725 -0.512  0.089
102 H -2.044 5.355 -1.693  0.064
103 H -3.668 5.617 -2.326  0.098
104 H -2.294 6.559 -2.933  0.096
105 H -3.464 6.681 -0.105  0.163
106 H -4.801 8.244 -1.384  0.139
107 H -3.436 8.685 -2.438  0.137
108 C -5.543 -4.536 3.527  -0.016
109 C -4.266 -4.227 2.782  -0.335
110 C -3.166 -5.234 2.982  -0.098
111 O -1.997 -4.446 2.737  0.070
112 C -2.314 -3.165 3.061  -0.536
113 O -1.528 -2.278 3.143  0.155
114 O -3.645 -3.034 3.276  0.099
115 H -6.220 -3.682 3.492  0.090
116 H -6.045 -5.401 3.093  0.092
117 H -5.344 -4.740 4.582  0.086
118 H -4.481 -4.075 1.720  0.145
119 H -3.224 -6.070 2.287  0.141
120 H -3.114 -5.619 4.005  0.138